# 1
{
  "formula": "C2Br3ClF2",
  "method": "wB97M-V/def2-TZVPD",
  "elements": ["Br", "Br", "Br", "Cl", "F", "F", "C", "C"],
  "xyz": [[-0.114, 2.117, -0.845], [-0.025, -2.257, 0.736], [2.208, 0.109, 0.494], [-0.405, 0.616, 2.021], [0.195, -0.406, -1.653], [-1.745, -0.187, -0.739], [-0.383, 0.215, -0.650], [0.269, -0.207, 0.636]],
  "forces_ev_per_a": [[-0.6957, 0.1398, -0.4111], [0.2247, 1.6264, 0.1726], [-0.6708, -0.2780, 0.2391], [0.0339, -0.4388, -0.1330], [0.4116, -0.2329, -0.7963], [2.2355, 1.2862, 0.6928], [-2.0790, -0.2591, -0.8137], [0.5400, -1.8437, 1.0496]],
  "de_lowest_kcal_mol": 1.3,
  "e_homo_ev": -10.59,
  "smiles": "FC(F)(Br)C(Cl)(Br)Br"
}

=====

# 2
{
  "formula": "C23H31CeNO2P2",
  "method": "wB97M-V/def2-TZVPD",
  "elements": ["Ce", "P", "P", "O", "O", "N", "C", "C", "C", "C", "C", "C", "C", "C", "C", "C", "C", "C", "C", "C", "C", "C", "C", "C", "C", "C", "C", "C", "C", "H", "H", "H", "H", "H", "H", "H", "H", "H", "H", "H", "H", "H", "H", "H", "H", "H", "H", "H", "H", "H", "H", "H", "H", "H", "H", "H", "H", "H", "H", "H"],
  "xyz": [[0.089, 0.211, 0.875], [0.289, -2.432, 0.305], [-2.450, 1.192, 0.166], [3.644, -0.987, 0.679], [-0.102, -0.030, 2.912], [0.392, 0.478, -1.463], [0.370, -2.433, -1.543], [-1.341, 3.530, -2.621], [-0.238, 4.342, -2.905], [2.739, -2.206, -2.414], [1.551, -0.169, -1.901], [-1.793, -0.365, 4.533], [2.566, -0.587, 0.850], [1.552, -1.592, -2.012], [2.721, 0.604, -2.107], [-2.368, 1.408, -1.688], [0.155, 1.785, -1.908], [0.703, -1.100, 4.848], [3.880, -1.438, -2.662], [-1.319, -3.132, 0.732], [1.511, -3.653, 0.791], [1.268, 2.626, -2.152], [-4.005, 0.302, 0.456], [1.055, 3.898, -2.654], [-0.511, -0.935, 3.949], [-1.181, 2.254, -2.097], [3.882, -0.053, -2.502], [-2.815, 2.878, 0.709], [2.697, 2.110, -2.037], [-2.575, -0.334, 3.756], [-0.581, -2.065, -1.941], [-0.733, -1.893, 3.448], [1.014, -0.115, 5.221], [0.517, -1.734, 5.721], [-1.499, -3.030, 1.811], [-2.102, 3.586, 0.284], [4.813, -1.941, -2.942], [3.344, 2.609, -1.257], [-4.838, 0.949, 0.165], [3.252, 2.508, -2.941], [1.634, -3.611, 1.879], [-2.350, 0.401, -2.120], [-2.368, 3.893, -2.792], [-2.132, -2.623, 0.199], [2.481, -3.454, 0.327], [-0.397, 5.356, -3.271], [0.477, -3.494, -1.799], [-3.325, 1.871, -1.955], [-4.015, -0.635, -0.111], [-1.601, 0.654, 4.902], [-2.200, -0.940, 5.374], [-3.830, 3.142, 0.405], [1.938, 4.525, -2.832], [4.760, 0.552, -2.730], [2.779, -3.307, -2.470], [1.120, -4.628, 0.486], [1.529, -1.546, 4.276], [-1.266, -4.188, 0.451], [-2.722, 2.934, 1.797], [-4.066, 0.055, 1.523]],
  "forces_ev_per_a": [[0.6441, 1.8943, 0.0804], [0.2373, -0.7024, -1.0355], [-0.8951, 0.5446, -1.1747], [-4.6182, 1.6648, 0.9025], [0.1074, 0.1439, -2.3510], [-1.3548, -0.7141, 1.7991], [0.0343, 0.1493, 0.0893], [-0.4108, 0.1584, 0.0615], [-0.0620, 0.2849, 0.1877], [-0.1819, -0.1613, 0.3289], [0.5297, 0.0289, 0.5764], [-0.1055, 0.1727, 0.3719], [5.7149, -1.8664, -0.7889], [0.4806, 0.1755, 0.2901], [0.2402, -0.5663, -0.3246], [-0.0887, -0.1745, 0.4242], [0.2794, 0.6716, 0.1824], [-0.0298, 0.0774, 0.3871], [0.6242, -0.1955, 0.0541], [-0.1759, -0.0538, 0.2278], [0.0498, -0.0864, 0.4493], [-0.0746, -0.1534, -0.0839], [0.1574, -0.2118, 0.2081], [-0.0291, 0.3142, 0.0169], [-0.0648, -0.3026, 0.0939], [0.6718, -0.2134, 0.2170], [-0.3277, -0.1589, -0.1807], [0.2061, 0.1154, 0.4879], [0.4408, 0.8045, -0.9414], [0.2855, 0.0802, 0.2375], [0.1043, -0.0328, 0.0345], [0.0230, 0.0928, 0.2826], [-0.0155, -0.2178, -0.1095], [-0.1354, 0.0420, -0.2275], [0.0174, -0.2316, -0.2795], [-0.0431, -0.0352, -0.0862], [-0.4547, 0.2063, 0.0138], [-1.0008, -0.8279, -0.0449], [0.0138, -0.2652, 0.0390], [-0.6650, -0.5847, 0.6520], [0.0190, -0.2244, -0.1618], [0.1008, 0.1335, -0.0735], [0.6545, -0.0802, 0.0341], [0.1695, -0.2142, 0.0223], [-0.1851, -0.0583, -0.0350], [0.0086, -0.3138, -0.0262], [0.0625, 0.2325, -0.3340], [0.2341, 0.0438, -0.1992], [-0.1262, 0.1906, 0.0355], [-0.1098, -0.2500, -0.1595], [0.2763, -0.0507, -0.2137], [0.0694, 0.0808, 0.0374], [-0.5736, -0.1097, -0.0695], [-0.0594, -0.3451, 0.1237], [0.0458, 0.6997, -0.1283], [0.2808, -0.0190, 0.1040], [-0.1865, 0.1692, 0.1653], [-0.4174, 0.0661, 0.0855], [-0.2032, 0.0858, -0.0721], [-0.1890, 0.0975, -0.2024]],
  "charge": 2,
  "e_homo_ev": -13.43
}

=====

# 3
{
  "formula": "C5H20O7",
  "method": "wB97M-V/def2-TZVPD",
  "elements": ["O", "O", "O", "O", "O", "O", "O", "C", "C", "C", "C", "C", "H", "H", "H", "H", "H", "H", "H", "H", "H", "H", "H", "H", "H", "H", "H", "H", "H", "H", "H", "H"],
  "xyz": [[-1.196, -0.428, 1.643], [-2.732, 0.908, 0.743], [2.545, 2.582, -2.227], [-2.231, -2.766, 0.325], [3.380, 1.395, 2.412], [1.965, -0.954, 2.137], [-4.583, -1.035, 0.841], [-1.471, 0.549, 0.968], [-0.083, 1.046, -1.056], [-0.469, 1.546, 0.329], [1.011, -0.846, -2.333], [0.697, -0.260, -0.931], [3.139, 1.875, -2.478], [2.972, 0.538, 2.177], [0.294, 1.456, 1.102], [-1.047, 2.463, 0.348], [0.628, 1.782, -1.445], [-4.181, -1.321, 1.668], [1.951, -1.399, -2.324], [1.021, -0.841, 2.320], [-0.924, 0.945, -1.737], [-3.356, 0.137, 0.742], [-1.596, -3.277, -0.182], [0.115, -0.893, -0.272], [-4.799, -1.781, 0.277], [2.415, -1.397, 2.862], [3.686, 1.729, 1.560], [1.612, 2.390, -2.357], [-1.749, -2.221, 0.963], [1.007, -0.099, -3.120], [1.679, -0.157, -0.466], [0.303, -1.666, -2.488]],
  "forces_ev_per_a": [[0.4144, -0.0154, -0.1677], [0.0759, -0.1199, -0.6700], [0.3631, 1.1052, 0.3625], [-0.3540, -0.0851, -0.0135], [0.0491, -0.1897, -0.4455], [0.1242, -0.0490, -0.4269], [-0.2110, 0.8726, 0.1700], [-0.5719, 0.5361, -0.2124], [1.4694, 0.3163, 0.7196], [-1.8709, -1.7700, 1.5304], [-0.5217, -1.3498, 1.2018], [0.5515, 0.1709, -1.0682], [-0.4774, -0.4306, -0.2357], [-0.0801, 0.3290, 0.2163], [0.7809, 0.8264, -0.5922], [0.5274, 0.4791, -0.1269], [-0.7408, -0.1629, 0.0913], [-0.1981, -0.6795, -0.1503], [0.2627, 0.4083, -0.0611], [0.1174, -0.1603, 0.2115], [-0.1880, 0.0380, 0.0827], [0.0511, 0.1799, 0.1769], [0.1777, 0.0524, 0.1472], [0.1090, -0.6726, -0.2790], [0.4181, -0.2762, 0.2445], [-0.4523, -0.0502, 0.1738], [0.0330, 0.1368, 0.1885], [0.6590, -0.4268, -0.5035], [0.1708, 0.0129, -0.1825], [-0.1089, -0.0745, -0.1263], [-0.2851, 0.6175, 0.4607], [-0.2944, 0.4310, -0.7160]],
  "de_lowest_kcal_mol": 6.0,
  "e_homo_ev": -10.62,
  "smiles": "CCCCC(=O)O.O.O.O.O.O"
}

=====

# 4
{
  "formula": "CH7N6",
  "method": "wB97M-V/def2-TZVPD",
  "elements": ["N", "N", "N", "N", "N", "N", "C", "H", "H", "H", "H", "H", "H", "H"],
  "xyz": [[-1.063, -0.989, 0.109], [2.294, 0.415, 0.114], [-0.506, 1.202, -0.042], [-2.210, -0.288, 0.100], [1.184, -0.525, 0.013], [-1.892, 1.045, -0.114], [-0.075, -0.116, 0.016], [-0.335, 2.037, 0.492], [-1.423, -2.499, -1.093], [3.137, -0.062, 0.409], [-2.780, -0.584, 1.022], [1.452, -1.490, -0.214], [2.365, 0.878, -0.822], [-2.421, 1.635, -0.725]],
  "forces_ev_per_a": [[-0.8457, -0.3970, -0.2082], [-2.1686, 0.4994, -1.3510], [-1.3260, -1.5957, -0.9573], [-0.7811, -0.1592, 1.7609], [2.1508, 0.4298, -0.0268], [-0.8057, -0.3125, 1.8546], [1.7677, 0.6772, 0.4034], [1.3554, -0.0726, 0.4349], [0.2924, 0.1326, -0.0149], [-0.1367, -0.1371, -0.1922], [1.0151, 1.2556, -2.4805], [-0.8176, 0.5309, 0.3062], [0.5229, -0.7047, 1.1297], [-0.2228, -0.1466, -0.6589]],
  "de_lowest_kcal_mol": 171.5,
  "charge": 1,
  "e_homo_ev": [-13.23, -12.99]
}

=====

Energy
In order: -230158.02522 -61431.48773 -19842.29743 -10076.96540
Unit: eV